DFT (the ωB97M-V functional and the def2-TZVPD basis) results for a molecular structure, C30H41BrN6O3S2Si2Ti.

orbital gap: 0.256 Eh
ΔE to the lowest compared entry with this formula, charge and spin: 6.0 kcal per mole
net charge: +2
E_tot: -177434.230 eV
2S+1: 1

XYZ file:
```
86
Properties=species:S:1:pos:R:3:mulliken_charge:R:1
H 0.73 -3.35 -3.89 0.327
H 2.81 -3.59 -1.86 0.333
C -0.24 -2.97 -3.55 -1.060
C -0.88 -3.42 4.50 -0.791
H -5.10 4.83 -0.87 0.333
H 1.15 -4.86 -1.51 0.403
C 3.42 -0.30 0.23 -1.346
H 2.30 3.47 3.87 0.485
H 0.79 6.44 -3.34 0.195
N 0.83 0.89 -1.96 1.473
C -2.74 -2.60 2.60 -0.490
H 4.11 -3.38 -0.71 0.415
C -1.62 -1.84 2.88 0.729
H 1.29 8.39 -0.47 0.196
O -4.95 4.18 -1.56 -0.517
N 1.03 7.02 -2.56 -0.389
C 1.11 1.92 -2.77 -0.438
Br -2.09 0.27 -3.26 -0.033
S -0.11 5.15 -1.07 -0.352
C 2.23 0.41 -4.24 -1.060
H 3.92 -2.22 -2.00 0.323
H -3.47 -2.27 1.86 0.570
H 0.74 2.90 -2.48 0.243
C 0.66 6.62 -1.33 0.522
H -4.21 2.30 -3.14 0.544
H -1.37 2.78 0.81 0.468
O -1.92 -0.42 0.69 -0.512
C 1.91 -0.64 -3.40 -0.973
C 1.92 -2.66 1.46 -1.114
N 0.94 7.46 -0.32 -0.392
C 1.18 1.79 3.16 -1.014
H -0.45 -2.04 -4.09 0.289
C -2.51 1.63 -2.03 0.195
H 1.96 3.09 -0.39 0.554
H -3.27 4.29 0.56 0.405
H -2.36 -5.31 6.03 0.345
H 0.19 -1.61 4.04 0.335
H -3.78 -4.41 3.06 0.370
H 2.84 4.33 1.60 0.530
C -0.68 -2.22 3.83 -0.562
H 2.23 -2.05 2.31 0.312
H 1.44 7.92 -2.73 0.196
H -3.03 -6.07 4.58 0.365
C -2.02 2.69 -0.06 -1.011
Si -0.31 -2.82 -1.69 0.207
Si 2.34 -1.79 -0.14 1.293
C 2.24 3.43 1.73 -1.092
H -0.53 -5.15 -1.10 0.454
C -3.09 3.54 -0.19 -0.564
Ti -0.24 0.29 -0.24 -2.653
H -2.17 -2.96 -0.07 0.092
C -2.19 -5.51 4.97 -1.477
C -3.60 2.43 -2.26 -0.695
H 2.06 2.53 -4.58 0.541
H 2.22 -1.65 -3.63 0.650
C 1.82 1.71 -3.93 -1.105
H 2.44 -3.62 1.53 0.617
C 3.36 -2.85 -1.30 -1.282
H 3.16 0.20 1.16 0.235
O -2.07 0.77 2.87 -0.701
S -1.45 -0.28 2.12 1.299
H 0.85 -2.86 1.58 -0.005
H 2.79 0.22 -5.14 0.522
H -0.99 -3.70 -3.86 0.469
H -2.61 -3.54 -1.68 0.593
C -2.91 -3.80 3.27 -0.967
H 0.95 1.39 4.13 0.639
C -1.99 -4.22 4.23 0.850
H 4.44 -0.67 0.35 0.556
C 0.74 -1.27 -1.13 4.020
N 0.10 -0.04 1.79 0.794
C 1.77 2.76 0.62 -0.437
H 0.58 7.22 0.59 0.215
H 0.53 -4.42 0.08 0.342
N 1.02 1.66 0.78 1.458
C 0.29 -4.45 -0.98 -1.282
C -2.10 -2.73 -1.14 -0.938
H -0.15 -3.74 5.23 0.445
C -3.90 3.41 -1.32 0.648
H 3.44 0.44 -0.58 0.269
N -1.70 1.74 -0.96 1.077
H -2.64 -1.81 -1.33 0.223
C 1.94 2.95 3.00 -0.769
H -1.30 -6.14 4.90 0.369
C 0.76 1.17 2.00 -0.233
C 1.20 -0.37 -2.24 -2.078
```